--- a ---
ORCA calculation (wB97M-V/def2-TZVPD) on a gas-phase ion, C8H15N4 (charge +1).

```
27
Properties=species:S:1:pos:R:3:nbo_charge:R:1
C 1.290 0.584 -0.110 0.21
C -4.750 0.445 0.263 -0.20
C -3.437 0.514 -0.230 -0.31
C -2.223 -0.179 -0.057 0.51
C 0.240 -0.175 -0.517 0.03
C 1.121 2.090 0.395 -0.64
C 0.479 -1.619 -0.905 -0.62
C 4.681 -0.593 0.290 -0.47
N 2.565 0.295 -0.228 -0.19
N 3.295 -0.295 0.607 -0.07
N -2.263 -1.361 0.528 -0.71
N -1.126 0.302 -0.642 -0.50
H -5.627 1.190 0.063 0.26
H -4.896 -0.262 1.015 0.18
H -3.207 1.391 -0.733 0.21
H 0.125 2.328 0.379 0.19
H 1.488 2.699 -0.434 0.24
H 1.440 2.454 1.395 0.26
H -0.300 -1.905 -1.652 0.22
H 0.218 -2.243 0.031 0.19
H 1.406 -1.799 -1.291 0.25
H 5.115 -0.231 -0.699 0.22
H 5.182 -0.008 1.051 0.24
H 4.738 -1.622 0.576 0.24
H -3.001 -1.470 1.167 0.42
H -1.384 -1.840 0.543 0.42
H -1.168 1.309 -0.805 0.43
```

net charge	+1
SMILES	C=C/C(N)=[NH+]/C(C)=C(C)/N=N/C
E_LUMO	-0.16725	Eh

***

--- b ---
ORCA calculation (wB97M-V/def2-TZVPD) on a gas-phase ion, C8H15N4 (charge +1).

```
27
Properties=species:S:1:pos:R:3:nbo_charge:R:1
C 0.966 1.304 -0.809 -0.17
C 2.089 1.437 -1.488 0.38
C -0.237 0.660 -1.591 0.43
C 4.096 1.190 -2.861 -0.02
C -1.049 -0.516 0.296 0.24
C -2.180 0.228 1.032 -0.62
C -1.523 -2.004 0.423 -0.62
C 0.715 -0.250 2.213 -0.41
N -1.040 -0.146 -1.086 -0.41
N 3.067 1.298 -2.138 -0.28
N -0.301 1.240 -2.820 -0.81
N 0.196 -0.272 0.906 -0.60
H 0.672 1.829 -0.035 0.27
H 4.228 0.251 -3.428 0.23
H 4.932 1.902 -3.079 0.25
H -1.718 1.081 1.673 0.21
H -2.722 -0.389 1.691 0.23
H -2.848 0.869 0.338 0.25
H -2.432 -2.120 0.007 0.22
H -1.576 -2.278 1.406 0.21
H -1.025 -2.831 -0.027 0.22
H 0.593 -1.216 2.729 0.20
H 1.695 0.203 2.341 0.22
H 0.079 0.442 2.689 0.20
H 0.509 1.281 -3.416 0.40
H -1.232 1.225 -3.215 0.42
H 0.914 -0.763 0.398 0.36
```

net charge	+1
SMILES	C=[N+]=C=C/C(N)=N\C(C)(C)NC
E_LUMO (alpha / beta)	-0.21045 / -0.21052	Eh

***

Most stable to least stable, the ends of the list are a and b.

***

--- a ---
ORCA calculation (wB97M-V/def2-TZVPD) on a gas-phase ion, C8H15N4 (charge +1).

```
27
Properties=species:S:1:pos:R:3:nbo_charge:R:1
C 3.096 -1.372 0.173 0.15
C 1.198 -0.544 0.336 0.30
C 1.818 1.835 -0.438 -0.25
C 0.556 2.236 0.314 -0.26
C -0.354 -0.158 0.737 -0.03
C -2.616 -1.199 0.796 -0.66
C -1.357 -1.022 -1.454 -0.66
C -1.252 -1.218 0.111 -0.29
N 1.843 -1.659 0.520 -0.45
N 3.260 -0.111 -0.186 -0.25
N 2.074 0.432 -0.127 -0.18
N -0.509 1.220 0.026 -0.58
H 3.777 -2.135 0.167 0.22
H 1.795 1.853 -1.523 0.23
H 2.773 2.373 -0.152 0.28
H 0.838 2.382 1.452 0.27
H 0.175 3.265 0.099 0.26
H -0.460 -0.002 1.921 0.27
H -3.343 -2.009 0.387 0.25
H -3.385 -0.287 0.666 0.22
H -2.584 -1.377 1.915 0.24
H -1.950 -0.060 -1.494 0.19
H -2.123 -1.691 -1.848 0.27
H -0.397 -1.076 -2.125 0.26
H -0.783 -2.175 0.356 0.27
H -1.402 1.685 0.291 0.45
H -0.687 0.811 -0.920 0.48
```

net charge	+1
SMILES	CC(C)[C@@H]1[NH2+]CCn2ncnc21
E_LUMO	-0.12037	Eh

***

--- b ---
ORCA calculation (wB97M-V/def2-TZVPD) on a gas-phase ion, C8H15N4 (charge +1).

```
27
Properties=species:S:1:pos:R:3:nbo_charge:R:1
C -0.379 2.428 -0.808 0.17
C 0.417 1.062 -2.499 0.31
C 2.569 -0.735 0.789 -0.38
C 1.509 0.344 1.250 -0.41
C 1.296 -1.631 0.308 -0.41
C -1.185 1.313 -0.152 -0.18
C 0.374 -0.443 0.678 -0.30
C -0.392 -0.005 -0.543 0.36
N 0.323 2.257 -1.843 -0.43
N 0.234 0.006 -1.795 -0.53
N -1.424 -1.250 -0.844 -0.73
N -2.620 1.269 -0.551 -0.85
H -0.267 3.405 -0.345 0.22
H 0.774 0.959 -3.533 0.23
H 3.187 -0.415 -0.181 0.22
H 3.197 -1.111 1.621 0.23
H 1.476 0.439 2.312 0.23
H 1.726 1.370 0.777 0.21
H 1.181 -1.713 -0.798 0.22
H 1.147 -2.517 0.792 0.22
H -1.019 1.508 0.981 0.24
H -0.350 -0.494 1.465 0.22
H -1.194 -1.976 -1.516 0.45
H -1.667 -1.695 0.033 0.43
H -3.312 1.335 0.125 0.40
H -2.248 -0.697 -1.222 0.46
H -2.719 1.827 -1.339 0.39
```

net charge	+1
SMILES	N[C@@H]1C=NC=N[C@@]1([NH3+])C1CCC1
E_LUMO	-0.15271	Eh

***

Most stable to least stable, the ends of the list are a and b.

***

--- a ---
ORCA calculation (wB97M-V/def2-TZVPD) on C5H9FN2 in the gas phase.

```
17
Properties=species:S:1:pos:R:3:nbo_charge:R:1
C 0.061 1.593 -0.109 -0.65
C 0.723 0.205 0.290 0.03
C 1.855 -0.097 -0.593 0.05
C 0.439 -0.550 1.462 -0.25
C -2.491 -1.051 -0.592 -0.14
H 0.696 2.500 0.142 0.22
H -0.713 1.853 0.600 0.25
H -0.484 1.769 -1.018 0.24
H 2.573 0.795 -0.596 0.19
H 1.248 -0.272 -1.634 0.19
H -0.213 -0.288 2.206 0.22
H 1.088 -1.402 1.786 0.23
H -3.389 -0.316 -0.851 0.21
H -2.223 -1.941 -1.156 0.18
N -0.253 -1.012 0.242 -0.29
N -1.525 -0.477 0.170 -0.29
F 2.608 -1.309 -0.349 -0.38
```

net charge	0
SMILES	C=NN1C[C@@]1(C)CF
E_LUMO	0.03359	Eh

***

--- b ---
ORCA calculation (wB97M-V/def2-TZVPD) on a molecular structure, C5H9FN2.

```
17
Properties=species:S:1:pos:R:3:nbo_charge:R:1
C -0.903 0.189 0.487 -0.09
C 0.066 0.924 -0.482 0.18
C 1.107 -0.194 -0.664 -0.09
C 1.347 -0.621 0.798 -0.42
C -0.099 -1.109 0.618 -0.06
H -2.138 -0.643 -0.858 0.37
H -2.723 0.754 -0.205 0.36
H -0.950 0.731 1.446 0.21
H -0.375 1.236 -1.412 0.17
H 1.916 -0.059 -1.377 0.21
H 1.576 0.171 1.541 0.21
H 2.053 -1.443 0.872 0.21
H -0.549 -1.918 1.192 0.22
H 0.756 -2.201 -0.920 0.36
N -2.250 -0.096 0.010 -0.83
N 0.185 -1.350 -0.838 -0.63
F 0.642 2.040 0.109 -0.37
```

net charge	0
E_LUMO	0.03939	Eh

***

Most stable to least stable, the ends of the list are b and a.

***

--- a ---
ORCA calculation (wB97M-V/def2-TZVPD) on 2 unconnected molecules or ions with the total composition C2H6NO2.

```
11
Properties=species:S:1:pos:R:3:nbo_charge:R:1
C 1.824 1.023 -1.498 -0.23
O 1.883 0.766 -0.139 -0.80
H 0.873 1.382 -1.909 0.15
H 2.036 0.105 -2.062 0.14
H 2.639 1.699 -1.770 0.14
C -1.459 -0.446 0.375 0.45
N -0.291 -0.315 0.935 -0.95
O -2.392 -1.268 0.619 -0.81
H -1.806 0.232 -0.436 0.06
H 1.029 0.717 0.366 0.52
H -0.154 -0.990 1.679 0.33
```

net charge	-1
E_LUMO	0.15257	Eh

***

--- b ---
ORCA calculation (wB97M-V/def2-TZVPD) on 2 unconnected molecules or ions with the total composition C2H6NO2.

```
11
Properties=species:S:1:pos:R:3:nbo_charge:R:1
C 1.368 0.993 -1.055 -0.25
O 1.662 -0.093 -0.200 -0.87
H 0.263 0.643 -1.433 0.17
H 1.663 1.984 -0.713 0.16
H 1.724 0.913 -2.107 0.14
C -1.767 -0.863 0.655 0.49
N -0.557 -0.996 1.264 -1.03
O -2.890 -1.108 1.097 -0.73
H -1.739 -0.068 -0.199 0.04
H 1.023 -0.683 0.452 0.55
H -0.750 -0.723 2.238 0.33
```

net charge	-1
E_LUMO	0.15286	Eh

***

Most stable to least stable, the ends of the list are a and b.

***

--- a ---
ORCA calculation (wB97M-V/def2-TZVPD) on C5H6S2 in the gas phase.

```
13
Properties=species:S:1:pos:R:3:nbo_charge:R:1
C -0.357 -0.017 0.531 -0.11
C 0.721 0.325 -0.217 -0.06
C 0.155 0.809 1.797 -0.25
C -1.652 -0.669 0.266 -0.66
C 1.294 0.023 -1.584 -0.67
S -0.442 1.086 3.260 0.11
S 1.728 1.202 0.947 0.23
H -2.064 -0.670 1.265 0.24
H -1.442 -1.675 0.138 0.23
H -2.315 -0.251 -0.473 0.23
H 1.876 0.971 -1.957 0.23
H 0.566 -0.174 -2.288 0.23
H 1.932 -0.960 -1.685 0.25
```

net charge	0
SMILES	CC1=C(C)C(=S)S1
E_LUMO	-0.01876	Eh

***

--- b ---
ORCA calculation (wB97M-V/def2-TZVPD) on C5H6S2 in the gas phase.

```
13
Properties=species:S:1:pos:R:3:nbo_charge:R:1
C -1.764 -1.239 0.074 -0.14
C -1.002 -0.086 0.132 -0.50
C -1.867 -2.448 0.286 -0.18
C -0.229 2.281 -0.322 -0.67
C 1.551 -0.341 -0.367 -0.74
S -1.718 1.314 -0.386 0.55
S 0.931 0.857 0.820 0.48
H -2.264 -3.469 0.216 0.24
H -0.317 3.152 0.369 0.18
H 1.961 0.259 -1.088 0.23
H 2.111 -1.173 0.189 0.24
H 0.555 -0.756 -0.620 0.26
H 2.052 1.649 0.698 0.05
```

net charge	0
SMILES	C#CC1=[S@@H](C)=CS1
E_LUMO (alpha / beta)	-0.02446 / -0.02437	Eh

***

Most stable to least stable, the ends of the list are a and b.

***

--- a ---
ORCA calculation (wB97M-V/def2-TZVPD) on C4H12N2S in the gas phase.

```
19
Properties=species:S:1:pos:R:3:nbo_charge:R:1
C -0.142 -0.277 1.437 -0.24
N 0.755 0.828 0.849 -0.62
C 1.532 0.185 -0.311 -0.06
N 2.888 0.788 -0.724 -0.83
C -1.070 -0.931 0.507 -0.45
C -1.793 0.026 -0.557 -0.53
S -3.011 -0.837 -1.561 -0.06
H -0.647 0.191 2.335 0.21
H 0.519 -1.014 1.984 0.19
H 1.474 0.892 1.600 0.35
H 1.742 -0.878 -0.063 0.15
H 0.893 0.126 -1.155 0.18
H 3.427 1.274 0.033 0.35
H 2.665 1.603 -1.289 0.35
H -1.862 -1.569 1.079 0.23
H -0.740 -1.811 -0.062 0.22
H -1.245 0.553 -1.416 0.23
H -2.262 0.831 -0.048 0.21
H -3.122 0.019 -2.638 0.13
```

net charge	0
SMILES	NCNCCCS
E_LUMO	0.03277	Eh

***

--- b ---
ORCA calculation (wB97M-V/def2-TZVPD) on 2 unconnected molecules or ions with the total composition C4H12N2S.

```
19
Properties=species:S:1:pos:R:3:nbo_charge:R:1
C 1.404 -2.087 0.251 -0.63
C 0.466 -0.901 0.334 -0.05
C 0.159 -0.287 -1.246 -0.56
S -0.659 -1.473 -2.174 -0.03
N 0.861 0.101 1.110 -0.26
C -0.063 1.114 1.397 -0.11
N 0.147 2.249 0.506 -0.82
H 1.513 -2.562 1.216 0.23
H 1.054 -2.759 -0.525 0.23
H 2.391 -1.736 -0.060 0.22
H -4.007 0.885 -1.286 -0.01
H -0.430 0.619 -1.155 0.23
H 1.160 -0.050 -1.620 0.22
H -3.741 0.669 -1.899 0.01
H -0.542 -1.233 0.657 0.21
H -1.122 0.861 1.325 0.16
H 0.215 1.484 2.392 0.21
H 0.835 1.986 -0.189 0.37
H 0.360 3.121 0.965 0.38
```

net charge	0
E_LUMO	-0.09301	Eh

***

--- c ---
ORCA calculation (wB97M-V/def2-TZVPD) on 2 unconnected molecules or ions with the total composition C4H12N2S.

```
19
Properties=species:S:1:pos:R:3:nbo_charge:R:1
C 2.203 1.349 -1.238 -0.62
C 1.247 0.330 -0.606 -0.42
C 1.422 0.154 0.938 -0.51
S 0.768 -1.461 1.456 -0.05
H 2.162 1.245 -2.323 0.22
H 3.275 1.208 -1.109 0.21
H 1.937 2.414 -1.082 0.21
H 0.211 0.515 -0.800 0.22
H 1.395 -0.683 -1.051 0.20
H 0.840 0.953 1.482 0.20
H 2.437 0.340 1.213 0.22
H 1.143 -1.388 2.735 0.13
N -3.647 -0.983 -0.411 -0.90
C -2.447 -0.617 0.195 0.27
N -2.032 0.597 0.296 -0.61
H -4.274 -1.499 0.220 0.38
H -3.570 -1.549 -1.264 0.38
H -1.904 -1.535 0.488 0.13
H -1.165 0.610 0.860 0.34
```

net charge	0
SMILES	[H]/N=C/N.CCCS
E_LUMO	0.02637	Eh

***

Most stable to least stable, the ends of the list are c and b.

***

--- a ---
ORCA calculation (wB97M-V/def2-TZVPD) on 2 unconnected molecules or ions with the total composition C4H12N2S.

```
19
Properties=species:S:1:pos:R:3:nbo_charge:R:1
C -2.090 1.938 -1.637 -0.61
C -0.876 1.231 -1.031 -0.41
C -0.833 1.499 0.491 -0.51
S 0.888 1.298 1.051 -0.06
H -2.178 1.658 -2.687 0.22
H -2.049 3.021 -1.532 0.21
H -3.025 1.627 -1.157 0.20
H -0.836 0.162 -1.218 0.22
H 0.016 1.679 -1.485 0.20
H -1.483 0.812 1.037 0.21
H -1.213 2.504 0.640 0.21
H 0.622 1.558 2.345 0.13
N 1.542 -3.444 -0.322 -0.88
C 0.888 -2.288 0.152 0.28
N -0.352 -2.135 0.285 -0.60
H 2.228 -3.834 0.310 0.38
H 2.073 -3.272 -1.166 0.37
H 1.602 -1.447 0.190 0.12
H -0.470 -1.231 0.737 0.34
```

net charge	0
SMILES	[H]/N=C/N.CCCS
E_LUMO	0.02684	Eh

***

--- b ---
ORCA calculation (wB97M-V/def2-TZVPD) on 2 unconnected molecules or ions with the total composition C4H12N2S.

```
19
Properties=species:S:1:pos:R:3:nbo_charge:R:1
C -1.647 3.337 0.155 -0.50
C -0.219 1.778 1.148 -0.45
N -1.580 2.022 0.761 -0.15
H -2.563 3.536 -0.402 0.22
H -0.810 3.421 -0.550 0.22
H -1.494 4.138 0.889 0.22
H 0.450 2.550 1.536 0.23
H -0.156 0.891 1.763 0.25
H -0.198 1.506 0.062 0.32
C -0.400 -1.495 -1.196 -0.22
C -0.020 -1.741 0.273 -0.57
S 1.608 -1.028 0.657 -0.22
N 0.652 -1.950 -2.119 -0.84
H -0.592 -0.431 -1.349 0.17
H -1.309 -2.052 -1.466 0.19
H 0.110 -2.813 0.479 0.22
H -0.809 -1.375 0.942 0.20
H 0.527 -2.952 -2.241 0.34
H 1.561 -1.813 -1.679 0.37
```

net charge	0
E_LUMO	-0.11974	Eh

***

Most stable to least stable, the ends of the list are a and b.

***

--- a ---
ORCA calculation (wB97M-V/def2-TZVPD) on C4H12N2S in the gas phase.

```
19
Properties=species:S:1:pos:R:3:nbo_charge:R:1
C 0.951 1.577 -0.055 -0.63
C 0.489 0.114 -0.163 -0.08
C 1.425 -0.690 -1.048 -0.50
S 2.851 -1.417 -0.145 -0.05
N -0.906 -0.084 -0.560 -0.64
C -1.875 0.274 0.467 -0.05
N -2.038 -0.797 1.458 -0.84
H 0.747 2.124 -0.984 0.20
H 0.382 2.103 0.718 0.21
H 2.001 1.636 0.212 0.22
H 0.613 -0.287 0.852 0.20
H 0.915 -1.492 -1.564 0.23
H 1.959 -0.144 -1.821 0.22
H 2.147 -2.274 0.604 0.11
H -1.062 0.445 -1.414 0.36
H -1.598 1.204 0.969 0.15
H -2.820 0.492 -0.028 0.18
H -2.884 -1.316 1.242 0.36
H -1.296 -1.467 1.259 0.35
```

net charge	0
SMILES	C[C@H](CS)NCN
E_LUMO	0.03606	Eh

***

--- b ---
ORCA calculation (wB97M-V/def2-TZVPD) on 2 unconnected molecules or ions with the total composition C4H12N2S.

```
19
Properties=species:S:1:pos:R:3:nbo_charge:R:1
N 1.130 -0.795 -1.402 -0.89
C 0.270 -0.203 -0.390 -0.07
C -0.438 -1.228 0.522 -0.43
C -1.804 -0.754 1.111 -0.60
S -2.893 -0.208 -0.171 0.02
C 1.004 0.901 0.400 -0.23
N 1.761 1.840 -0.449 -0.85
H 0.708 -0.893 -2.305 0.38
H 1.914 -1.415 -1.219 0.38
H -0.500 0.311 -0.977 0.20
H -0.548 -2.108 -0.112 0.22
H 0.203 -1.545 1.370 0.21
H -2.321 -1.513 1.757 0.24
H -1.618 -0.079 1.958 0.23
H -2.038 1.466 -0.250 0.11
H 0.240 1.390 1.009 0.18
H 1.842 0.413 0.923 0.19
H 1.487 2.805 -0.338 0.35
H 1.600 1.615 -1.437 0.36
```

net charge	0
E_LUMO	-0.01935	Eh

***

--- c ---
ORCA calculation (wB97M-V/def2-TZVPD) on C4H12N2S in the gas phase.

```
19
Properties=species:S:1:pos:R:3:nbo_charge:R:1
C 0.893 -2.478 1.598 -0.40
N 1.119 -1.575 0.512 -0.66
C 0.236 -0.427 0.340 -0.06
C -0.196 -0.346 -1.132 -0.53
S -1.477 0.863 -1.562 -0.03
C 0.946 0.859 0.796 -0.23
N 0.041 2.009 1.037 -0.86
H 0.323 -1.925 2.344 0.20
H 1.838 -2.657 2.118 0.19
H 0.408 -3.389 1.253 0.18
H 1.464 -1.808 -0.399 0.37
H -0.668 -0.505 0.951 0.18
H -0.648 -1.289 -1.407 0.22
H 0.748 -0.233 -1.674 0.21
H -0.627 1.887 -1.712 0.14
H 1.518 0.589 1.678 0.19
H 1.622 1.218 0.020 0.17
H -0.918 1.690 1.016 0.36
H 0.278 2.394 1.940 0.36
```

net charge	0
SMILES	CN[C@@H](CN)CS
E_LUMO	0.03573	Eh

***

--- d ---
ORCA calculation (wB97M-V/def2-TZVPD) on C4H12N2S in the gas phase.

```
19
Properties=species:S:1:pos:R:3:nbo_charge:R:1
C -2.063 0.796 2.109 -0.61
C -1.568 0.698 0.697 -0.39
C -0.055 0.774 0.694 -0.45
C 0.464 0.338 -0.649 -0.48
N 1.051 -1.287 -2.913 -1.16
N 2.618 -1.307 -0.911 -1.11
S 0.981 -1.595 -1.365 1.13
H -1.816 1.624 2.753 0.21
H -3.253 0.666 2.117 0.20
H -1.689 -0.117 2.518 0.20
H -1.747 -0.316 0.233 0.20
H -2.098 1.322 -0.069 0.21
H 0.342 1.792 0.871 0.22
H 0.269 0.161 1.531 0.21
H -0.179 0.732 -1.537 0.22
H 1.516 0.659 -0.848 0.23
H 0.832 -2.127 -3.568 0.38
H 3.064 -1.444 -0.005 0.39
H 3.332 -1.370 -1.656 0.41
```

net charge	0
E_LUMO	0.03189	Eh

***

Most stable to least stable, the ends of the list are a and d.